84
Properties=species:S:1:pos:R:3:forces:R:3 method="wB97M-V/def2-TZVPD" mol_weight_g_mol=795.7 total_charge=-1 homo_lumo_gap_ev="5.52 / 6.31" energy_ev=-81277.93206 spin_multiplicity=2 largest_force_ev_per_a=4.40
H -5.501907 -0.300254 0.105308 -0.1 0.0 0.2
H -4.377663 0.497391 -0.974389 0.1 0.2 0.0
H 0.148179 -3.181428 -2.637638 0.1 0.2 -0.1
H 1.309759 6.395398 -0.390817 0.0 0.0 0.0
C 3.538032 1.857102 2.568586 -0.1 0.1 0.4
H 1.150351 -5.292937 0.023717 -0.1 -0.2 -0.2
H 4.952707 2.881747 6.009224 0.0 0.0 0.1
C 0.525746 5.879199 -0.948126 -0.1 -0.3 0.0
H -0.515030 -3.368650 3.197107 0.1 -0.2 -0.1
H -4.558111 -1.609794 -3.778226 -0.3 0.1 0.0
H -2.897754 -1.341052 -3.289130 0.2 0.1 -0.1
H 4.241178 2.027451 -4.083835 0.0 0.0 0.0
H -3.328048 -0.358813 3.943930 0.1 -0.2 0.2
H 2.528217 1.838280 -5.681041 0.1 0.0 -0.1
H 6.411549 2.891879 4.026274 0.1 0.0 0.0
H -4.656026 -3.541036 2.348267 -0.3 0.0 -0.1
C -0.920088 -2.368761 3.309776 -0.4 0.1 -0.6
C -2.139891 -5.677428 -0.423397 0.2 0.6 0.0
C 4.873139 2.234722 2.698889 -0.1 -0.1 -0.1
H -5.910607 -0.098123 -1.588877 -0.1 -0.2 -0.2
H 5.943174 2.547656 -2.605695 -0.1 0.0 -0.1
H 0.729285 5.957576 -2.014520 0.1 0.0 -0.1
H 0.228464 -4.928968 -2.728696 0.1 -0.2 0.2
H -3.934695 -3.532477 3.945654 0.0 0.1 0.2
H 0.290414 3.181054 1.220341 0.0 0.1 0.0
H 0.318408 -4.660380 1.429763 -0.1 0.0 0.2
H -0.437644 6.340536 -0.746219 0.0 0.1 0.0
H -0.850184 4.534436 1.154108 0.0 0.1 0.0
C 2.486610 0.867990 -3.749156 0.9 0.5 -0.5
H -3.037654 -5.592518 -1.024602 -0.2 0.0 -0.2
H 5.154388 3.364782 -1.237182 0.0 0.0 0.1
C -5.563145 -3.326512 -1.049910 0.7 0.3 0.2
C 3.642663 1.535519 -3.329974 -0.5 -0.1 -0.6
C -5.096241 -0.313040 -0.901473 0.6 -0.5 0.1
H 1.682096 1.577305 3.571795 -0.1 0.0 0.0
H 0.858474 4.836995 1.544200 0.1 0.0 0.0
Ru 1.075142 1.222476 -1.132347 4.2 1.3 0.4
C -3.713933 -3.578676 2.883339 0.4 0.4 -0.4
O 1.712184 1.291937 1.149780 -1.2 -0.3 -1.1
H 1.022629 0.974374 -5.301046 0.0 0.0 0.0
H -1.041133 -2.184240 4.373717 -0.2 0.1 0.1
H 5.496994 2.244693 1.819174 0.0 0.0 -0.1
H -1.249389 -4.091699 -3.163801 -0.2 0.0 -0.1
H -2.453254 -5.768957 0.610521 -0.1 0.0 0.3
C 2.107035 0.949359 -5.219764 0.1 -0.2 0.2
H -5.182822 -4.312185 -1.291959 0.1 -0.3 -0.1
C -3.762261 -1.979400 -3.138959 0.1 0.0 0.7
C 5.375186 2.596859 3.931368 0.1 0.0 0.1
C 2.717540 1.857726 3.695037 0.0 -0.1 -0.4
Si -1.013820 -4.139493 -0.652639 0.6 -0.8 -0.3
H -0.174910 -1.672903 2.939737 0.2 0.2 -0.1
C -0.416300 -4.093173 -2.469316 -0.3 0.2 0.6
N 3.320636 1.290487 -0.979886 -2.1 0.3 -0.6
C 2.963971 1.520324 1.245151 0.3 0.1 -1.3
H -3.498790 -2.974617 -3.481104 0.1 -0.3 0.0
C 4.553127 2.592085 5.048251 0.0 0.0 0.1
H 2.584509 2.215825 5.799412 -0.1 0.0 0.0
C 0.173103 4.233721 0.943437 0.0 -0.2 -0.2
C 0.562205 -4.455913 0.392406 -0.6 0.4 -0.2
C 0.455062 4.405608 -0.546976 -0.9 0.2 -0.1
H -3.268028 -4.547061 2.684412 0.1 -0.2 -0.1
C -3.334027 -0.505297 2.867455 0.3 -0.5 -0.4
H -5.921050 -3.358569 -0.027269 -0.1 0.0 0.3
H -2.781722 0.314482 2.419012 0.1 0.2 -0.1
H 1.198371 -3.577097 0.372306 0.2 0.2 0.0
H -1.644936 -6.603468 -0.699109 0.2 -0.1 -0.1
Si -4.217144 -1.970328 -1.279226 -0.9 0.3 -0.9
H -6.420794 -3.140419 -1.690423 -0.1 0.2 -0.2
Si -2.199205 -2.174294 -0.030353 0.5 -0.3 0.3
H 5.919369 1.802725 -0.987084 0.1 0.1 0.0
H 2.328006 3.919759 -0.223692 0.0 -0.1 0.0
C 3.224222 2.219340 4.927591 0.1 0.1 0.2
C -0.719741 3.735944 -1.369568 0.4 1.0 1.2
H -4.361142 -0.425677 2.527709 -0.3 0.0 -0.1
O 1.667137 3.743246 -0.906135 0.3 -0.4 -0.1
Te -1.024561 -0.034927 -0.722390 -2.2 -0.9 0.0
Si -2.546927 -2.160730 2.317989 -0.1 0.1 1.0
C 4.054297 1.690588 -2.001498 0.0 -0.2 0.7
O -0.396273 2.775439 -2.110082 0.9 -2.2 -0.5
H 2.466533 0.068380 -5.754506 0.0 0.0 0.0
N 3.816895 1.538823 0.250413 0.7 0.1 1.1
O 1.739338 0.169346 -3.006615 -1.4 0.6 1.0
O -1.834010 4.221419 -1.223441 -0.1 0.1 -0.1
C 5.354534 2.399314 -1.703063 -0.1 -0.3 -0.1